# 1
{
  "formula": "C3H10NO2",
  "method": "ωB97M-V/def2-TZVPD",
  "orbital_gap_ev": 8.503,
  "total_charge": 1,
  "homo_energy_ev": -13.9,
  "largest_force_ev_per_a": 3.80,
  "molar_mass_g_mol": 92.118,
  "species": ["C", "C", "C", "N", "H", "H", "H", "H", "H", "H", "H", "H", "O", "H", "H", "O"],
  "xyz": [[1.14986, 1.48709, 1.21732], [1.17378, 2.07555, 0.03220], [0.68101, -0.62276, 0.17622], [1.22606, 0.02515, 1.17418], [0.97560, 1.93407, 2.22808], [1.93934, 2.04135, -0.64409], [0.35435, 2.78205, -0.18015], [0.50127, -1.68372, 0.29205], [0.41486, -0.17447, -0.78246], [1.78459, -0.43092, 1.88795], [-2.55249, -1.54561, 1.10881], [-2.53390, -2.69418, 0.01009], [-1.96053, -2.10487, 0.51871], [-1.56195, -0.27224, -3.27543], [-1.10013, -0.96096, -2.13459], [-1.14344, 0.00354, -2.42920]]
}

# 2
{
  "formula": "C3H10NO2P",
  "method": "ωB97M-V/def2-TZVPD",
  "orbital_gap_ev": 10.501,
  "homo_energy_ev": -9.7,
  "largest_force_ev_per_a": 4.52,
  "molar_mass_g_mol": 123.092,
  "species": ["C", "C", "C", "N", "O", "O", "P", "H", "H", "H", "H", "H", "H", "H", "H", "H", "H"],
  "xyz": [[0.88528, -0.52597, -1.02603], [0.40286, 1.36666, 0.39514], [0.00172, -0.11148, 0.06785], [0.15155, -0.95599, 1.26343], [-2.79650, -0.34365, 0.64602], [-1.94015, -1.62968, -1.36363], [-1.71895, -0.39483, -0.51533], [0.73271, -1.46810, -1.30532], [1.91320, -0.54814, -0.90514], [0.60378, 0.04664, -1.93805], [-0.48317, 1.97956, 0.89404], [0.58432, 1.97347, -0.43012], [1.26900, 1.31050, 1.09174], [1.04517, -0.84103, 1.79017], [-3.22751, -1.07035, 0.97750], [0.18097, -1.91409, 0.91437], [-2.04630, 0.85595, -0.93782]]
}

# 3
{
  "formula": "C3H10NO2S2",
  "method": "ωB97M-V/def2-TZVPD",
  "orbital_gap_ev": 5.554,
  "total_charge": -1,
  "homo_energy_ev": -2.1,
  "largest_force_ev_per_a": 8.12,
  "molar_mass_g_mol": 156.252,
  "species": ["N", "C", "C", "O", "C", "S", "S", "H", "H", "H", "H", "H", "H", "H", "H", "H", "H", "O"],
  "xyz": [[0.76931, -0.97185, -1.06778], [-0.22860, -0.19601, -0.31219], [-0.93494, -1.08687, 0.82984], [-0.16689, -1.03799, 1.99333], [-1.07554, 0.52269, -1.40165], [-1.10003, 2.37452, -1.07568], [0.68349, 2.75468, -0.47799], [0.25861, -1.72697, -1.61605], [1.09497, -0.37109, -1.85912], [0.16654, 0.54928, 0.38458], [-1.98506, -1.01304, 1.02575], [-0.93855, -2.19389, 0.59746], [-2.11802, 0.30057, -1.46865], [-0.64806, 0.25665, -2.30904], [1.70965, 0.17114, 1.56080], [2.53748, 1.30583, 0.92250], [-0.40843, -0.43175, 2.67771], [2.38409, 0.79410, 1.59618]]
}

# 4
{
  "formula": "C3H10NO3",
  "method": "ωB97M-V/def2-TZVPD",
  "orbital_gap_ev": 9.646,
  "total_charge": 1,
  "homo_energy_ev": -12.7,
  "largest_force_ev_per_a": 5.49,
  "molar_mass_g_mol": 108.117,
  "species": ["C", "C", "C", "N", "O", "O", "O", "H", "H", "H", "H", "H", "H", "H", "H", "H", "H"],
  "xyz": [[-2.19354, -0.51357, -0.65504], [-0.00667, 0.36095, 0.42672], [2.02771, 0.28462, -0.14919], [-0.81039, 0.23152, -0.85637], [-0.34760, 1.59558, 0.93526], [2.01052, -0.64414, -1.17375], [2.71934, 0.07906, 0.92284], [-2.54109, -0.81517, -1.59998], [-1.81084, -1.53442, -0.21147], [-2.86954, 0.01619, -0.00540], [-0.15408, -0.49298, 0.92407], [1.77262, 1.18984, -0.56154], [-0.26703, -0.36761, -1.49787], [-0.88634, 1.18400, -1.20790], [-1.27428, 1.49741, 1.44510], [2.57275, -1.38349, -0.87730], [2.57655, 0.71567, 1.59552]]
}

# 5
{
  "formula": "C3H10NO3",
  "method": "ωB97M-V/def2-TZVPD",
  "orbital_gap_ev": 10.612,
  "total_charge": 1,
  "homo_energy_ev": -14.2,
  "largest_force_ev_per_a": 1.85,
  "molar_mass_g_mol": 108.117,
  "species": ["O", "C", "O", "C", "C", "N", "H", "H", "H", "H", "H", "H", "H", "H", "H", "H", "O"],
  "xyz": [[-0.30491, 1.16006, -1.78040], [-0.62269, 0.02152, -1.58795], [-0.43541, -1.01740, -2.36334], [-1.29442, -0.35960, -0.23416], [-1.00521, -1.71703, 0.33515], [-0.77873, 0.69804, 0.68624], [0.27006, -0.89011, -3.01700], [-2.36333, -0.23756, -0.34428], [-0.91897, -2.44126, -0.46644], [-0.12450, -1.87497, 0.96003], [-1.84284, -2.13824, 0.89579], [-1.22995, 0.58834, 1.60197], [-1.02533, 1.64851, 0.40154], [0.21907, 0.58243, 0.86845], [3.73381, 0.98707, 4.45024], [4.10993, 1.66473, 3.17648], [3.53602, 0.95808, 3.50593]]
}

# 6
{
  "formula": "C3H10NO3",
  "method": "ωB97M-V/def2-TZVPD",
  "orbital_gap_ev": 10.167,
  "total_charge": 1,
  "homo_energy_ev": -14.6,
  "largest_force_ev_per_a": 4.17,
  "molar_mass_g_mol": 108.117,
  "species": ["C", "C", "C", "N", "O", "O", "O", "H", "H", "H", "H", "H", "H", "H", "H", "H", "H"],
  "xyz": [[2.07697, 1.06268, -0.39000], [0.92161, 0.66718, 0.51480], [0.46189, -0.79598, 0.08863], [1.38032, -1.74780, 0.16004], [-0.69509, -1.10096, -0.28178], [-3.82206, -0.10828, -0.13565], [-2.50071, 0.58934, 0.11893], [1.81663, 1.45334, -1.35818], [2.75932, 0.18364, -0.31043], [2.75808, 1.95388, -0.03029], [0.20223, 1.32277, 0.09807], [1.22526, 0.57639, 1.55146], [2.36862, -1.72122, 0.51749], [1.18393, -2.52985, -0.42996], [-4.35826, 0.46161, -0.85662], [-1.64460, -0.20920, 0.00109], [-4.13414, -0.05754, 0.74240]]
}